21
Properties=species:S:1:pos:R:3:forces:R:3 method="wB97M-V/def2-TZVPD" fmax_ev_per_a=3.00 smiles="CC(C)CCNC=O" e_above_lowest_kcal_mol=24.5 homo_lumo_gap_ev=10.63 total_energy_ha=-366.39486
C 0.861531 -0.918383 -0.349330 1.970 -0.333 -1.003
N 1.323263 -1.171310 -1.745148 -0.830 -0.238 0.349
C 1.315920 -2.447352 -2.249705 -0.730 0.940 0.759
O 1.430061 -2.728464 -3.412120 0.202 -0.399 -0.211
C 0.214963 0.440423 -0.266890 0.598 0.491 0.357
C -0.364370 0.765700 1.122698 -0.522 -0.358 -1.361
C -0.477287 2.322883 1.254260 1.202 -2.216 1.627
C -1.760655 0.093744 1.225248 0.305 1.294 -0.045
H 1.822127 -0.896125 0.191361 -0.617 0.019 0.564
H 0.301731 -1.788518 -0.009588 -0.416 0.246 0.153
H 1.086807 -0.439164 -2.394389 0.281 0.029 -0.324
H 1.092373 -3.143616 -1.407969 0.419 -0.381 -0.498
H -0.502572 0.569492 -1.082638 -0.301 0.006 0.208
H 1.013570 1.178202 -0.450396 -0.117 -0.185 -0.160
H 0.345872 0.318748 1.828638 -0.219 0.372 0.228
H -0.669312 2.755573 0.280138 -0.264 0.409 0.231
H -1.174597 2.481811 2.071312 -0.583 0.634 -0.429
H 0.477624 2.602153 1.713940 0.029 0.640 -0.680
H -1.919205 -0.648030 0.446993 0.022 -0.333 0.226
H -2.438934 0.930278 1.009590 -0.347 -0.476 0.089
H -1.978908 -0.278042 2.224003 -0.083 -0.163 -0.080